(1)
70
Properties=species:S:1:pos:R:3 method="wB97M-V/def2-TZVPD" max_force_ev_per_a=3.80 charge=0 e_tot_ev=-309997.3060 orbital_gap_ev=10.26
C 2.7918 0.4845 1.1467
C 4.0822 -0.3790 1.3536
F 5.1601 0.4404 1.8372
Si 4.7539 -1.1940 -0.2643
O 6.0697 -2.2066 0.2553
Si 7.5705 -1.6862 -0.3924
H 1.8677 -0.1116 0.9451
H 2.5953 1.0374 2.1116
H 2.9665 1.2827 0.3796
H 3.9395 -1.2003 2.1137
H 5.1897 -0.1289 -1.1706
H 3.7843 -2.1127 -0.8796
H 7.8985 -0.2808 -0.1234
H 8.6131 -2.4976 0.2706
H 7.6728 -1.9145 -1.8465
C 0.7557 1.7370 -2.4627
Cl 2.1741 0.7039 -2.2441
Cl 0.5063 2.7655 -1.0480
H 0.9078 2.3657 -3.3357
H -0.1209 1.1126 -2.6056
C -3.5344 0.9363 -2.7507
Cl -2.5696 1.2560 -4.1977
Cl -2.5115 0.4884 -1.3799
H -4.0913 1.8329 -2.4938
H -4.2212 0.1202 -2.9583
C 2.2468 2.3089 5.1253
Cl 1.2970 1.5205 6.3910
Cl 1.3411 2.4085 3.6118
H 2.5017 3.3137 5.4506
H 3.1536 1.7340 4.9552
C 6.4158 -4.8971 -2.9915
Cl 6.9041 -3.2713 -2.4339
Cl 7.0509 -6.1502 -1.9201
H 5.3296 -4.9600 -3.0021
H 6.8040 -5.0607 -3.9941
C -5.0590 -1.1310 1.0968
Cl -6.0852 -2.5394 0.7957
Cl -5.6876 0.3059 0.2831
H -5.0235 -0.9437 2.1665
H -4.0588 -1.3375 0.7244
C 7.5323 3.0766 1.7687
Cl 9.2681 3.3932 1.8743
Cl 6.9681 3.1321 0.0947
H 7.3280 2.0891 2.1740
H 7.0013 3.8300 2.3441
C -7.9699 -4.0119 -2.3219
Cl -7.7483 -3.2866 -3.9178
Cl -7.9968 -5.7777 -2.4180
H -7.1488 -3.7057 -1.6784
H -8.9139 -3.6676 -1.9064
C -1.8215 -0.7096 5.6413
Cl -2.7715 -1.5004 6.9043
Cl -2.7286 -0.6053 4.1264
H -1.5664 0.2944 5.9684
H -0.9151 -1.2836 5.4702
C 3.8194 5.5031 0.5187
Cl 2.8675 4.7164 1.7847
Cl 2.9140 5.6143 -0.9946
H 4.0819 6.5050 0.8475
H 4.7217 4.9213 0.3450
C -11.6867 -5.0742 -3.3781
Cl -11.7840 -4.6803 -1.6571
Cl -11.2403 -3.6587 -4.3371
H -10.9345 -5.8459 -3.5198
H -12.6555 -5.4350 -3.7121
C -5.7210 4.4827 -1.2714
Cl -4.9657 4.4911 -2.8704
Cl -4.8622 3.4095 -0.1596
H -5.7050 5.4920 -0.8696
H -6.7473 4.1397 -1.3690

(2)
8
Properties=species:S:1:pos:R:3 method="wB97M-V/def2-TZVPD" max_force_ev_per_a=6.70 charge=0 e_tot_ev=-7154.0880 orbital_gap_ev="8.96 / 8.96"
C 1.1901 0.0233 -2.5241
C -0.7940 0.5717 -0.3968
C 0.5635 -0.4321 0.6521
C 0.3370 0.0184 -0.7793
N 1.7539 -0.0277 -3.5101
N -0.5257 0.0852 1.0447
H -1.6164 1.1431 -0.7657
H 1.3166 -0.9714 1.1943

(3)
21
Properties=species:S:1:pos:R:3 method="wB97M-V/def2-TZVPD" max_force_ev_per_a=4.27 charge=+1 e_tot_ev=-82478.9942 orbital_gap_ev="6.71 / 6.71"
C 1.6753 -1.8315 -0.4759
C 0.5425 -2.4327 -0.1186
C 0.9972 0.1439 0.8727
C 1.8349 -0.4078 -0.3984
C -0.5493 -1.5112 0.3641
C -1.9640 -2.0571 0.3623
C 0.5539 3.5268 -0.2047
N -0.3273 -0.3129 0.7381
N 0.3528 2.1902 0.0089
O 1.0699 1.5959 0.8776
Br 3.6740 0.1724 -0.2281
H 2.5162 -2.3405 -0.9783
H 0.3759 -3.5531 -0.0152
H 1.2753 -0.1063 1.8449
H 1.4511 0.1316 -1.2593
H -1.8020 -2.8329 1.2040
H -2.0277 -2.7021 -0.5940
H -2.7821 -1.4135 0.6841
H -0.5017 3.8911 -0.2761
H 1.1788 3.3371 -1.0893
H 1.1925 4.2048 0.5524

(4)
82
Properties=species:S:1:pos:R:3 method="wB97M-V/def2-TZVPD" max_force_ev_per_a=1.44 charge=0 smiles=c1cc[nH]c1.c1cc[nH]c1.c1cc[nH]c1.c1cc[nH]c1.c1cc[nH]c1.c1cc[nH]c1.CCN(CC)CC e_tot_ev=-42269.1240 orbital_gap_ev=8.45
C -3.4349 -0.7157 3.1690
C -3.8575 0.5761 2.7445
C -3.8666 1.3534 3.8666
N -3.4602 0.5997 4.9410
C -3.3151 -0.7020 4.5306
H -3.4156 -1.6541 2.6346
H -4.0732 1.0010 1.7794
H -4.0681 2.4002 4.0295
H -3.5021 0.9176 5.8929
H -3.0817 -1.4929 5.2216
C -1.0972 -0.4194 0.4064
C -0.8657 -1.8205 0.4068
C 0.1699 -2.0172 -0.4881
N 0.4135 -0.8453 -1.1449
C -0.3725 0.1465 -0.6019
H -1.8488 0.0993 0.9827
H -1.2763 -2.5817 1.0478
H 0.7089 -2.9210 -0.7227
H 1.2083 -0.6401 -1.7586
H -0.3679 1.1633 -0.9547
C 1.8529 1.2272 3.6394
C 1.5581 2.0722 4.7440
C 0.1888 2.1318 4.8553
N -0.3353 1.2777 3.9214
C 0.6704 0.6403 3.2341
H 2.8243 1.0411 3.2123
H 2.2672 2.6358 5.3275
H -0.4759 2.6281 5.5418
H -1.3297 1.1479 3.8281
H 0.3912 -0.1000 2.5045
C -4.9379 -1.1765 -2.3689
C -4.4126 -1.4921 -3.6464
C -3.0707 -1.7091 -3.4960
N -2.7609 -1.4904 -2.1849
C -3.8918 -1.2127 -1.4843
H -5.9863 -1.0480 -2.1560
H -4.9665 -1.6374 -4.5599
H -2.3026 -1.9110 -4.2233
H -1.8480 -1.5385 -1.7596
H -3.8493 -1.0950 -0.4147
C -3.0072 2.6186 -0.8180
C -3.1983 3.4324 0.3344
C -2.3989 4.5278 0.2125
N -1.7513 4.4251 -0.9885
C -2.1304 3.2779 -1.6337
H -3.4460 1.6478 -0.9867
H -3.8741 3.1557 1.1257
H -2.2071 5.3429 0.8878
H -1.1270 5.1084 -1.3783
H -1.7217 3.0405 -2.6015
C 4.4150 -2.3533 1.5546
C 3.1685 -1.8650 2.0338
C 3.1440 -2.0750 3.3838
N 4.3191 -2.6822 3.7261
C 5.1074 -2.8563 2.6201
H 4.7514 -2.2795 0.5327
H 2.4408 -1.4008 1.3876
H 2.3665 -2.0022 4.1250
H 4.5443 -3.0083 4.6485
H 6.0682 -3.3307 2.7167
C 0.4607 0.7047 -4.3526
C 1.8341 0.9339 -3.7496
N 2.4476 -0.2678 -3.1752
C 2.7037 -1.3153 -4.1508
C 2.6636 -2.7162 -3.5399
C 3.7022 0.0729 -2.4888
C 3.5106 0.8967 -1.2221
H 0.4420 -0.0259 -5.1608
H 0.0010 1.6237 -4.7132
H -0.2345 0.2904 -3.6120
H 2.5070 1.3835 -4.5005
H 1.7176 1.6652 -2.9484
H 1.9784 -1.2934 -4.9606
H 3.6771 -1.1796 -4.6487
H 1.7805 -2.8692 -2.9176
H 2.6491 -3.4720 -4.3264
H 3.5263 -2.9177 -2.9006
H 4.3737 0.5900 -3.1941
H 4.1911 -0.8601 -2.2066
H 3.1144 1.8934 -1.3912
H 4.4561 0.9501 -0.6805
H 2.8519 0.3505 -0.5398